Version one
C4H3BrO as an isolated structure, computed with ωB97M-V/def2-TZVPD.

Element x y z (Å)
C (-0.19508, -1.14434, -0.11435)
C (-1.35466, -1.36034, -0.73979)
C (-1.81894, 0.05159, -0.78625)
C (-0.40456, 0.36693, -0.10678)
O (-2.78582, 0.69497, -0.88761)
Br (-2.43730, -3.52708, -1.12829)
H (0.54286, -1.58150, 0.45018)
H (-0.46001, 0.95197, 0.76966)
H (-0.01942, 0.86252, -0.96912)

**HOMO-LUMO gap**: 0.320 hartree
**LUMO**: -1.182 eV

---

Version two
A 2-piece molecular cluster, C4H3BrO overall, computed with ωB97M-V/def2-TZVPD.

Element x y z (Å)
C (0.64085, -0.24844, 0.41140)
C (-0.22158, 0.73651, -0.12382)
C (-0.49003, 1.88986, -0.63074)
C (-0.72428, -0.68208, 0.13824)
O (-0.77974, 2.95027, -0.99574)
Br (2.58798, -2.27945, -0.24160)
H (1.32938, -0.23147, 1.22198)
H (-0.90927, -1.30545, -0.72692)
H (-1.43331, -0.82975, 0.94721)

**HOMO-LUMO gap (spin up / spin down)**: 0.236 / 0.236 hartree
**LUMO (spin up / spin down)**: -2.505 / -2.506 eV

---

Most stable structure: version one

---

Version one
A 2-piece molecular cluster, C2H10NO overall, computed with ωB97M-V/def2-TZVPD.

Element x y z (Å)
C (-2.00699, -0.01423, 0.31416)
C (-0.90537, -0.79409, -0.33130)
N (0.45510, -0.28184, 0.05641)
H (-2.03080, 0.98735, -0.11723)
H (-2.99036, -0.43450, 0.12060)
H (-1.88245, 0.12783, 1.38889)
H (-0.84756, -1.88091, -0.20537)
H (-0.96674, -0.82623, -1.41462)
H (1.17455, -0.97197, -0.15237)
H (0.44473, -0.26031, 1.08024)
H (0.73265, 0.64692, -0.28733)
H (3.25727, 0.97722, -0.81290)
H (3.02524, 1.57627, 0.53974)
O (2.54072, 1.14848, -0.17888)

**HOMO-LUMO gap**: 0.482 hartree
**Total charge**: +1
**LUMO**: -3.489 eV

---

Version two
A 2-piece molecular cluster, C2H10NO overall, computed with ωB97M-V/def2-TZVPD.

Element x y z (Å)
O (-0.03187, -2.44643, -0.00725)
H (-0.19326, -3.19273, 0.58232)
H (1.48766, 0.33000, 0.09052)
H (-0.63846, -2.59671, -0.74197)
C (0.02040, 1.06993, -1.20560)
N (0.63463, 0.88679, 0.11689)
C (-0.29750, 0.31369, 1.15713)
H (-0.63873, 0.24079, -1.43056)
H (-0.61073, 1.95107, -1.19418)
H (0.75082, 1.14280, -1.99846)
H (0.92645, 1.78788, 0.50203)
H (-0.92848, 1.14477, 1.43475)
H (0.31705, -0.10160, 1.94797)
H (-0.79798, -0.53026, 0.74641)

**HOMO-LUMO gap**: 0.451 hartree
**Total charge**: +1
**LUMO**: -3.398 eV

---

Most stable structure: version one

---

Version one
A 2-piece molecular cluster, C3H8NOS overall, computed with ωB97M-V/def2-TZVPD.

Element x y z (Å)
C (0.77115, 0.97673, 0.53081)
C (-0.17803, -1.04445, 0.61491)
C (1.61028, -0.60683, -1.06975)
N (0.87764, -0.16603, 0.09417)
O (0.78863, 1.97424, 1.09869)
S (-2.33777, 1.21226, 0.21922)
H (-2.24286, 2.52392, -0.20700)
H (-0.30091, -0.77446, 1.59333)
H (-1.09712, -1.01409, 0.04854)
H (0.36339, -1.98412, 0.69370)
H (1.12105, -1.49686, -1.55827)
H (1.75791, 0.23700, -1.76419)
H (2.52575, -1.05545, -0.80252)
H (-3.65912, 1.21814, 0.50835)

**HOMO-LUMO gap**: 0.333 hartree
**Total charge**: +1
**LUMO**: -4.655 eV

---

Version two
An isolated ion of composition C3H8NOS and charge +1, computed with ωB97M-V/def2-TZVPD.

Element x y z (Å)
O (-0.32985, 2.06188, -1.26418)
C (0.35775, 1.26652, -0.67387)
C (-0.24054, 0.43068, 0.43953)
C (-0.42077, -1.05725, 0.15548)
S (1.25358, -1.82494, 0.04385)
N (-1.55156, 1.08557, 0.80304)
H (1.41800, 1.24314, -0.85935)
H (0.44974, 0.56817, 1.27674)
H (-0.90485, -1.59251, 0.95489)
H (-0.87792, -1.18437, -0.82463)
H (1.21074, -2.40483, 1.24887)
H (-2.32012, 0.68379, 0.25826)
H (-1.79509, 0.98580, 1.78766)
H (-1.52034, 2.07499, 0.52571)

**HOMO-LUMO gap**: 0.355 hartree
**Total charge**: +1
**LUMO**: -3.892 eV
**Structure (SMILES)**: [NH3+][C@H](C=O)CS

---

Most stable structure: version two

---

Version one
One molecule with the formula C18H17N3O5S, computed with ωB97M-V/def2-TZVPD.

Element x y z (Å)
C (-3.57924, -1.91646, -2.49333)
C (-2.31269, -1.07584, -2.43931)
H (-2.42354, -0.27895, -1.70150)
H (-2.07948, -0.64848, -3.41623)
O (-1.17649, -1.88380, -2.10891)
C (-0.88051, -2.08135, -0.83600)
O (-1.47140, -1.61137, 0.10370)
C (0.32362, -3.00380, -0.71434)
C (1.46435, -2.26672, -0.09038)
C (2.26139, -2.72747, 0.90904)
S (3.47936, -1.57326, 1.30640)
C (2.79178, -0.52564, 0.06086)
N (1.78527, -1.02933, -0.55657)
N (3.34694, 0.70053, -0.15984)
C (2.79238, 1.81079, -0.77624)
O (3.52409, 2.69507, -1.15787)
C (1.31494, 1.88302, -0.86301)
C (0.74557, 2.53106, -1.95500)
C (-0.62282, 2.71425, -2.00504)
C (-1.43206, 2.26876, -0.97407)
C (-0.86707, 1.60931, 0.11417)
C (0.50856, 1.42753, 0.17220)
H (0.94689, 0.96318, 1.03820)
N (-1.68535, 1.10027, 1.15356)
C (-1.26054, 0.94936, 2.46642)
O (-0.20950, 1.32720, 2.91074)
C (-2.36770, 0.27649, 3.24678)
C (-3.42116, -0.07567, 2.21255)
C (-2.96198, 0.59193, 0.93960)
O (-3.58836, 0.68175, -0.08214)
H (-3.45995, -1.14716, 2.01189)
H (-4.42677, 0.25626, 2.46842)
H (-1.96058, -0.58963, 3.76757)
H (-2.73208, 0.97391, 4.00295)
H (-2.49630, 2.43008, -1.01864)
H (-1.06947, 3.22148, -2.84671)
H (1.38667, 2.89019, -2.74502)
H (4.33110, 0.79958, 0.06257)
H (2.21590, -3.66510, 1.42325)
H (0.59833, -3.33856, -1.71608)
H (0.06007, -3.86119, -0.09429)
H (-4.41411, -1.28629, -2.78318)
H (-3.47156, -2.72604, -3.21152)
H (-3.78699, -2.33602, -1.51212)

**HOMO-LUMO gap**: 0.334 hartree
**LUMO**: 0.397 eV
**Structure (SMILES)**: CCOC(=O)Cc1csc(NC(=O)c2cccc(N3C(=O)CCC3=O)c2)n1

---

Version two
One molecule with the formula C18H17N3O5S, computed with ωB97M-V/def2-TZVPD.

Element x y z (Å)
C (-4.64027, -3.40522, -0.20216)
H (-5.68025, -3.24258, 0.07259)
H (-4.26218, -4.29549, 0.30875)
H (-4.56546, -3.54001, -1.28503)
O (-3.95606, -2.24253, 0.21936)
C (-2.63565, -2.14906, 0.01233)
C (-1.81981, -3.10815, -0.59071)
C (-0.46714, -2.86528, -0.72521)
C (0.11628, -1.69125, -0.25398)
C (-0.70162, -0.72623, 0.33233)
C (-2.05106, -0.95846, 0.45071)
S (-3.19508, 0.21781, 1.17043)
O (-3.66278, -0.26893, 2.42848)
O (-4.12813, 0.65013, 0.17959)
N (-2.15314, 1.49487, 1.56282)
C (-1.85415, 2.47562, 0.65125)
N (-1.44774, 3.67145, 1.00645)
O (-1.19105, 4.35427, -0.14263)
C (-1.44785, 3.56886, -1.20055)
C (-1.86641, 2.34551, -0.76432)
H (-2.17047, 1.49489, -1.33332)
C (-1.23907, 4.12455, -2.55892)
H (-1.49047, 3.37697, -3.30428)
H (-1.86516, 5.00359, -2.70126)
H (-0.20124, 4.42901, -2.68408)
H (-2.20753, 1.80598, 2.52012)
H (-0.31303, 0.22217, 0.66898)
C (1.58916, -1.51996, -0.45710)
O (2.16689, -2.07598, -1.36842)
N (2.18346, -0.71929, 0.47027)
C (3.52677, -0.34005, 0.57676)
C (3.88434, 0.46156, 1.65976)
C (5.19311, 0.87209, 1.82159)
C (6.16048, 0.48934, 0.90700)
C (5.80598, -0.30538, -0.16966)
C (4.49845, -0.72247, -0.34258)
H (4.22599, -1.34184, -1.17995)
H (6.55461, -0.60715, -0.88682)
H (7.18336, 0.80962, 1.03440)
H (5.45762, 1.49278, 2.66467)
H (3.13062, 0.76282, 2.37482)
H (1.59708, -0.37125, 1.21596)
H (0.17181, -3.59296, -1.20272)
H (-2.23322, -4.03440, -0.95576)

**HOMO-LUMO gap**: 0.329 hartree
**LUMO**: 0.325 eV
**Structure (SMILES)**: COc1ccc(C(=O)Nc2ccccc2)cc1S(=O)(=O)Nc1cc(C)on1

---

Most stable structure: version one

---

Version one
A 2-piece molecular cluster, C5H10NS overall, computed with ωB97M-V/def2-TZVPD.

Element x y z (Å)
C (-0.48749, 1.22456, 1.35393)
C (-1.92740, -1.42569, -0.37473)
C (1.35579, 1.33236, -0.22494)
C (-0.35195, 2.49937, 1.15378)
C (0.28157, -2.88994, -0.50264)
N (0.85987, 1.76000, 1.01370)
S (-1.55316, -3.07040, -0.76143)
H (1.53984, 0.24007, -0.05019)
H (0.51123, 1.30972, -0.86651)
H (2.14454, 1.95765, -0.42326)
H (-0.79831, 3.53572, 1.44423)
H (-2.96889, -1.35826, -0.60602)
H (-1.06416, 0.36723, 1.46002)
H (0.76094, -2.56515, -1.41170)
H (0.46311, -4.00650, -0.41739)
H (0.65763, -2.41639, 0.31907)
H (1.54380, 1.96729, 1.73622)

**HOMO-LUMO gap**: 0.308 hartree
**Total charge**: +1
**LUMO**: -3.960 eV

---

Version two
An isolated ion of composition C5H10NS and charge +1, computed with ωB97M-V/def2-TZVPD.

Element x y z (Å)
C (-0.84574, 1.12542, -0.26607)
C (-2.02937, 1.04769, 0.64030)
C (0.20978, -0.03430, -0.07127)
C (1.51754, 0.14650, -0.02287)
C (-2.42309, -1.64034, 0.02449)
N (2.37338, -1.00402, 0.18598)
S (-3.26029, -0.22686, -0.03199)
H (-0.94370, 1.15194, -1.38033)
H (-0.16483, 1.97277, -0.22505)
H (-1.71772, 0.61401, 1.57156)
H (-2.52696, 2.07391, 0.84732)
H (-0.23587, -1.03880, 0.08588)
H (2.00418, 1.06518, -0.13623)
H (-3.20208, -2.33634, -0.37931)
H (2.92726, -0.88008, 1.08211)
H (3.22106, -1.20880, -0.43212)
H (1.69375, -1.83286, 0.36676)

**HOMO-LUMO gap**: 0.308 hartree
**Total charge**: +1
**LUMO**: -3.743 eV

---

Most stable structure: version two

---

Version one
An isolated ion of composition C5H10NS and charge +1, computed with ωB97M-V/def2-TZVPD.

Element x y z (Å)
C (-0.63230, 0.28771, 2.86049)
C (-0.24656, -0.57636, 0.52287)
C (-1.13657, -0.18441, -1.64294)
C (1.37904, -0.03853, -1.07825)
C (0.05521, -0.80275, -0.84775)
N (-0.62094, -0.20649, 1.59096)
S (0.69901, 1.46777, 2.91310)
H (-1.63810, 0.53197, 3.08620)
H (-0.39706, -0.52500, 3.56185)
H (-0.89336, -0.31974, -2.71297)
H (-2.17542, -0.44353, -1.32810)
H (-1.19381, 0.86702, -1.52636)
H (1.64603, -0.23544, -2.15357)
H (2.28931, -0.49888, -0.52973)
H (1.04726, 1.03468, -0.79128)
H (0.25110, -1.84615, -1.21980)
H (0.17576, 2.58130, 2.48088)

**HOMO-LUMO gap**: 0.363 hartree
**Total charge**: +1
**LUMO**: -4.006 eV
**Structure (SMILES)**: CC(C)C#[N+]CS

---

Version two
An isolated ion of composition C5H10NS and charge +1, computed with ωB97M-V/def2-TZVPD.

Element x y z (Å)
C (0.08010, -1.64132, -0.58135)
C (-0.77710, -1.02212, 0.55267)
C (0.02957, -1.41785, -1.88572)
C (-0.95854, 0.47527, 0.19890)
C (1.01560, 1.72247, 1.28896)
N (0.35745, 1.13836, 0.13239)
S (0.45502, 3.03956, 0.24850)
H (1.10355, 0.79515, -0.57563)
H (0.91596, -2.37434, -0.38881)
H (-1.67093, -1.61445, 0.44203)
H (-0.46903, -1.06246, 1.59897)
H (0.80550, -1.89167, -2.42916)
H (-0.76806, -0.74261, -2.45383)
H (-1.41706, 0.66343, -0.86597)
H (-1.45918, 1.10896, 0.98900)
H (0.62793, 1.39252, 2.27231)
H (2.12921, 1.43109, 1.45674)

**HOMO-LUMO gap**: 0.312 hartree
**Total charge**: +1
**LUMO**: -5.463 eV
**Structure (SMILES)**: C=CCC[N@@H+]1CS1

---

Most stable structure: version one